Record 1
This record from the Open Molecules 2025 dataset describes C24H27Cl2O2P2Yb as an isolated structure at a distorted geometry. The level of theory is ωB97M-V with the def2-TZVPD basis set.

Calculated values
* 2S+1: 2
* largest force on an atom: 4.49 eV/A
* HOMO-LUMO gap (spin up / spin down): 6.6 / 5.3 eV
* charge: +2
* electronic energy: -104559.6741 eV

Each line ends with the Löwdin spin population.
Geometry (Å):
C: -1.85604 7.02389 -2.05296  0.000
C: -1.66268 5.57350 -1.71391  0.000
H: -1.82063 7.60782 -1.13327  0.000
H: -2.82289 7.18340 -2.54680  0.000
H: -1.05633 7.36005 -2.72529  0.000
O: -1.47387 5.07465 -0.62920  0.000
Cl: -1.71886 4.56043 -3.17239  0.000
Yb: -0.03274 1.58066 -0.58504  1.002
P: 2.80149 1.97992 -0.64363  -0.001
C: 4.11314 2.07747 0.63289  0.000
C: 3.68548 1.04431 -1.96662  0.000
H: 2.21720 3.74259 -2.21441  0.000
H: 3.90931 3.98754 -1.68675  0.000
H: 2.54570 4.40974 -0.61589  0.000
C: 2.90230 3.68200 -1.35730  0.000
H: 3.02999 0.99218 -2.84605  0.000
H: 4.65448 1.47133 -2.27177  0.000
H: 5.09029 2.44440 0.28554  0.000
H: 4.26705 1.08745 1.07509  0.000
H: 3.85137 0.01260 -1.63041  0.000
H: 3.78255 2.72939 1.44830  0.000
C: 1.24543 0.91880 1.93784  0.000
O: 1.60220 0.79601 3.03128  0.000
Cl: 0.12424 1.70024 -2.97906  0.000
C: 1.84140 -4.71213 2.23020  0.000
C: 2.25786 -4.09234 1.04225  0.000
C: 1.54328 -3.02093 0.52983  0.000
C: 0.40788 -2.52536 1.21550  0.000
C: -0.04286 -3.19662 2.36291  0.000
C: 0.68600 -4.26616 2.88095  0.000
P: -0.43782 -1.11256 0.42052  -0.001
C: -1.14134 -2.05518 -1.01616  0.000
C: -0.72789 -1.75996 -2.33997  0.000
C: -1.16910 -2.53616 -3.39827  0.000
C: -2.00511 -3.63606 -3.18430  0.000
C: -2.38178 -3.95708 -1.87154  0.000
C: -1.94713 -3.18028 -0.80158  0.000
C: -1.78678 -0.75076 1.61796  0.000
C: -3.12097 -0.61679 1.18227  0.000
C: -4.11172 -0.25891 2.08950  0.000
C: -3.80225 0.03004 3.42399  0.000
C: -2.47123 -0.03993 3.84842  0.000
C: -1.48017 -0.42042 2.95503  0.000
H: 2.41645 -5.53936 2.64005  0.000
H: 3.14806 -4.44992 0.51114  0.000
H: 1.82929 -2.56390 -0.41853  0.000
H: -0.97010 -2.89000 2.84952  0.000
H: 0.34731 -4.75168 3.80386  0.000
H: -0.06082 -0.91007 -2.52246  0.000
H: -0.86668 -2.28098 -4.42236  0.000
H: -2.35991 -4.23351 -4.01913  0.000
H: -3.01626 -4.82905 -1.68512  0.000
H: -2.20224 -3.46534 0.21937  0.000
H: -3.35695 -0.81470 0.13705  0.000
H: -5.15421 -0.21096 1.75776  0.000
H: -4.58293 0.30457 4.12997  0.000
H: -2.20754 0.19137 4.88574  0.000
H: -0.45192 -0.48927 3.30541  0.000

---

Record 2
This record from the Open Molecules 2025 dataset describes a 4-piece molecular cluster, C12H34O5P overall. The level of theory is ωB97M-V with the def2-TZVPD basis set.

Calculated values
* largest force on an atom: 0.83 eV/A
* HOMO-LUMO gap: 5.7 eV
* ΔE to the lowest compared entry with this formula, charge and spin: 0.0 kcal/mol
* charge: -1
* electronic energy: -32518.1856 eV

Each line ends with the natural charge from an NBO analysis.
Geometry (Å):
C: 3.72223 0.04187 0.12619  -0.614
C: 2.29588 0.35132 0.57963  -0.397
C: 1.34124 0.60371 -0.59898  -0.405
C: 0.19436 1.56304 -0.30580  -0.709
P: -1.19286 0.98253 0.92230  0.666
C: -1.82241 -0.38121 -0.38403  -0.869
C: -1.60966 -1.83478 -0.13199  0.810
O: -1.61440 -2.71252 -0.95337  -0.608
O: -1.45890 -2.18841 1.20870  -0.779
H: 4.41072 0.02021 0.97502  0.185
H: 4.07693 0.76343 -0.61379  0.183
H: 3.77610 -0.94749 -0.32773  0.221
H: 1.93696 -0.53078 1.10922  0.197
H: 2.26982 1.18374 1.28390  0.195
H: 1.94239 0.98456 -1.43590  0.173
H: 0.93003 -0.35329 -0.94013  0.192
H: -0.34456 1.74106 -1.24544  0.180
H: 0.56723 2.53547 0.03535  0.186
H: -2.13262 1.93011 0.30451  -0.180
H: -2.21780 0.57279 1.83868  -0.114
H: -0.25865 0.01124 1.57568  -0.252
H: -0.77810 2.03211 1.91930  -0.208
H: -2.90897 -0.25094 -0.42185  0.242
H: -1.44291 -0.18308 -1.38861  0.210
H: -0.54883 -2.01044 1.46677  0.496
C: 7.51920 -3.31899 -1.22604  -0.633
C: 6.55365 -2.26809 -0.70754  -0.061
O: 5.19768 -2.66660 -0.83193  -0.710
H: 7.30632 -3.54524 -2.27135  0.211
H: 8.55217 -2.97627 -1.14438  0.206
H: 7.42287 -4.24668 -0.65645  0.195
H: 6.64103 -1.34775 -1.28393  0.180
H: 6.78152 -2.03221 0.33838  0.154
H: 5.06774 -3.46875 -0.31662  0.460
C: -5.87677 -1.72494 3.52266  -0.631
C: -5.08928 -0.98534 2.45161  -0.059
O: -3.69468 -1.06160 2.64172  -0.698
H: -5.62724 -1.33358 4.51017  0.204
H: -6.95310 -1.62256 3.36601  0.196
H: -5.63094 -2.78986 3.51282  0.193
H: -5.32773 0.07876 2.47043  0.173
H: -5.36071 -1.37151 1.46026  0.148
H: -3.40691 -1.97900 2.59334  0.472
C: -2.11035 4.64426 -2.46359  -0.636
C: -2.61779 3.28876 -2.92241  -0.058
O: -3.39426 2.64762 -1.92930  -0.697
H: -1.53077 4.52594 -1.54789  0.232
H: -1.48197 5.10976 -3.22604  0.198
H: -2.94593 5.31752 -2.25147  0.185
H: -1.78005 2.61829 -3.11279  0.185
H: -3.18908 3.39162 -3.85546  0.136
H: -4.15784 3.19224 -1.71781  0.452

---

Record 3
This record from the Open Molecules 2025 dataset describes a 5-piece molecular cluster, C15H31BBr2F3O19P2S4 overall at a distorted geometry. The level of theory is ωB97M-V with the def2-TZVPD basis set.

Calculated values
* largest force on an atom: 1.97 eV/A
* HOMO-LUMO gap: 5.6 eV
* charge: -1
* electronic energy: -265788.1786 eV

Each line ends with the Mulliken charge.
Geometry (Å):
C: 3.38435 1.03810 3.17907  -0.765
C: 2.65291 0.90307 2.05572  -0.566
P: 3.28806 1.39463 0.31427  1.462
C: 4.76606 0.15495 0.34513  -1.844
C: 4.47205 -1.31143 0.73202  -0.402
C: 3.50578 -2.07051 -0.18105  -0.012
F: 3.47004 -1.58391 -1.43714  -0.333
Br: 1.66934 -2.10559 0.54586  0.031
C: 3.93562 -3.57081 -0.36782  0.595
F: 5.22004 -3.63732 -0.77964  -0.219
F: 3.20850 -4.14490 -1.30454  -0.221
Br: 3.68271 -4.53980 1.33790  -0.117
C: 1.87962 2.74225 0.35079  -1.462
B: 0.42156 2.17605 0.17091  0.575
O: 0.03336 1.32103 -0.84589  -0.468
O: -0.54580 2.51697 1.12557  -0.430
P: 3.89563 2.13658 -1.75970  0.533
O: 4.93554 3.22413 -1.74712  -0.787
H: 3.04221 1.61207 4.03843  0.274
H: 4.34299 0.51655 3.21796  0.179
H: 1.65315 0.46821 2.19178  0.295
H: 4.17391 2.39882 0.88398  -0.109
H: 2.40465 0.47619 -0.37298  -0.350
H: 5.48836 0.53517 1.07335  0.487
H: 5.28101 0.15231 -0.62277  0.611
H: 4.15051 -1.44770 1.76352  0.457
H: 5.42553 -1.85235 0.65171  0.428
H: 1.94853 3.24987 1.31686  0.224
H: 2.08144 3.50300 -0.41716  0.633
H: 0.36525 1.65519 -1.69328  0.171
H: -1.28433 2.95881 0.68284  0.177
H: 2.70991 2.55600 -2.45967  -0.069
H: 4.34419 1.01660 -2.54361  -0.023
C: -0.62327 -0.58135 -5.63242  -0.353
C: -0.99732 -0.99504 -4.22567  -0.351
O: -0.95574 0.21729 -3.47016  -0.217
S: -1.38869 1.44696 -4.40544  1.174
O: -2.76213 1.72551 -4.18499  -0.570
O: -0.38892 2.44636 -4.32236  -0.542
O: -1.25377 0.69078 -5.81925  -0.322
H: 0.45579 -0.44734 -5.73406  0.302
H: -0.97252 -1.28918 -6.38024  0.308
H: -0.31052 -1.72587 -3.80672  0.336
H: -2.01637 -1.38760 -4.18411  0.248
C: -4.89488 2.80472 0.69023  -0.382
C: -5.71704 3.94954 1.24113  -0.336
O: -5.51104 3.89159 2.65712  -0.252
S: -4.02636 3.35248 2.95989  1.139
O: -3.18414 4.46474 3.20116  -0.550
O: -4.12667 2.26450 3.86293  -0.580
O: -3.70823 2.78716 1.49134  -0.229
H: -5.40811 1.84938 0.81809  0.255
H: -4.64071 2.94143 -0.35806  0.361
H: -6.77423 3.85523 1.00684  0.307
H: -5.34808 4.91379 0.88281  0.271
C: -8.98250 1.85010 5.50629  -0.318
C: -8.72453 3.33317 5.66459  -0.327
O: -8.59547 3.81870 4.32465  -0.271
S: -9.54337 2.96647 3.35233  1.108
O: -10.75310 3.67839 3.15600  -0.565
O: -8.75983 2.49217 2.27010  -0.499
O: -9.83282 1.74738 4.35593  -0.319
H: -8.05881 1.30602 5.29934  0.284
H: -9.47052 1.41788 6.37613  0.306
H: -7.82255 3.54221 6.23333  0.329
H: -9.57427 3.83837 6.13012  0.271
C: 5.83522 -6.42985 -1.77697  0.309
C: 6.08253 -6.36063 -3.26691  -0.385
O: 6.48933 -7.68787 -3.62848  -0.331
S: 5.73848 -8.74866 -2.68495  1.104
O: 4.60508 -9.25069 -3.37401  -0.536
O: 6.71324 -9.60801 -2.11845  -0.550
O: 5.23239 -7.71695 -1.56809  -0.292
H: 6.77034 -6.39563 -1.21358  0.280
H: 5.18383 -5.64412 -1.43032  -0.250
H: 6.85240 -5.64016 -3.52903  0.328
H: 5.16520 -6.12567 -3.81134  0.348

---

- largest force on an atom of number 3 (C15H31BBr2F3O19P2S4)?
  1.97 eV/A

---

- Which value of charge does entry 1 give?
  +2

---

Repeat the first record exactly.
This record from the Open Molecules 2025 dataset describes C24H27Cl2O2P2Yb as an isolated structure at a distorted geometry. The level of theory is ωB97M-V with the def2-TZVPD basis set.

Calculated values
* 2S+1: 2
* largest force on an atom: 4.49 eV/A
* HOMO-LUMO gap (spin up / spin down): 6.6 / 5.3 eV
* charge: +2
* electronic energy: -104559.6741 eV

Each line ends with the Löwdin spin population.
Geometry (Å):
C: -1.85604 7.02389 -2.05296  0.000
C: -1.66268 5.57350 -1.71391  0.000
H: -1.82063 7.60782 -1.13327  0.000
H: -2.82289 7.18340 -2.54680  0.000
H: -1.05633 7.36005 -2.72529  0.000
O: -1.47387 5.07465 -0.62920  0.000
Cl: -1.71886 4.56043 -3.17239  0.000
Yb: -0.03274 1.58066 -0.58504  1.002
P: 2.80149 1.97992 -0.64363  -0.001
C: 4.11314 2.07747 0.63289  0.000
C: 3.68548 1.04431 -1.96662  0.000
H: 2.21720 3.74259 -2.21441  0.000
H: 3.90931 3.98754 -1.68675  0.000
H: 2.54570 4.40974 -0.61589  0.000
C: 2.90230 3.68200 -1.35730  0.000
H: 3.02999 0.99218 -2.84605  0.000
H: 4.65448 1.47133 -2.27177  0.000
H: 5.09029 2.44440 0.28554  0.000
H: 4.26705 1.08745 1.07509  0.000
H: 3.85137 0.01260 -1.63041  0.000
H: 3.78255 2.72939 1.44830  0.000
C: 1.24543 0.91880 1.93784  0.000
O: 1.60220 0.79601 3.03128  0.000
Cl: 0.12424 1.70024 -2.97906  0.000
C: 1.84140 -4.71213 2.23020  0.000
C: 2.25786 -4.09234 1.04225  0.000
C: 1.54328 -3.02093 0.52983  0.000
C: 0.40788 -2.52536 1.21550  0.000
C: -0.04286 -3.19662 2.36291  0.000
C: 0.68600 -4.26616 2.88095  0.000
P: -0.43782 -1.11256 0.42052  -0.001
C: -1.14134 -2.05518 -1.01616  0.000
C: -0.72789 -1.75996 -2.33997  0.000
C: -1.16910 -2.53616 -3.39827  0.000
C: -2.00511 -3.63606 -3.18430  0.000
C: -2.38178 -3.95708 -1.87154  0.000
C: -1.94713 -3.18028 -0.80158  0.000
C: -1.78678 -0.75076 1.61796  0.000
C: -3.12097 -0.61679 1.18227  0.000
C: -4.11172 -0.25891 2.08950  0.000
C: -3.80225 0.03004 3.42399  0.000
C: -2.47123 -0.03993 3.84842  0.000
C: -1.48017 -0.42042 2.95503  0.000
H: 2.41645 -5.53936 2.64005  0.000
H: 3.14806 -4.44992 0.51114  0.000
H: 1.82929 -2.56390 -0.41853  0.000
H: -0.97010 -2.89000 2.84952  0.000
H: 0.34731 -4.75168 3.80386  0.000
H: -0.06082 -0.91007 -2.52246  0.000
H: -0.86668 -2.28098 -4.42236  0.000
H: -2.35991 -4.23351 -4.01913  0.000
H: -3.01626 -4.82905 -1.68512  0.000
H: -2.20224 -3.46534 0.21937  0.000
H: -3.35695 -0.81470 0.13705  0.000
H: -5.15421 -0.21096 1.75776  0.000
H: -4.58293 0.30457 4.12997  0.000
H: -2.20754 0.19137 4.88574  0.000
H: -0.45192 -0.48927 3.30541  0.000